(1)
88
Properties=species:S:1:pos:R:3:forces:R:3:mulliken_charge:R:1 method="wB97M-V/def2-TZVPD" energy_ev=-166250.7967 charge=+2 e_lumo_ev=-7.15 orbital_gap_ev=6.99
Zr -0.81185 -0.12764 0.31034 0.0772 -1.2384 1.0222 -1.160
N -1.93929 3.03576 1.07422 -0.0698 -0.0621 0.0741 0.126
C -1.72758 2.94726 -0.24998 0.0725 -0.2205 -0.1194 -0.399
N -1.80899 4.03742 -0.97428 0.0032 -0.1558 -0.0150 -0.700
C -1.65340 3.87115 -2.29183 0.0561 0.2666 -0.3797 0.144
N -1.73014 4.93261 -3.06909 -0.0774 -0.1842 0.0590 -0.249
N -1.42970 2.66751 -2.91295 -0.0707 0.3608 0.0521 -0.667
C -1.30037 1.66621 -2.11495 0.0262 -0.2842 0.1612 0.333
N -1.39636 1.70650 -0.75401 -0.1197 0.6416 -0.3992 1.365
C -0.99701 0.33290 -2.71216 0.0528 0.2949 0.3979 0.526
C -1.16276 0.11622 -4.05236 0.0226 -0.0852 -0.3706 -0.739
C -0.83272 -1.13232 -4.56982 -0.0621 0.0887 -0.1345 -0.549
C -0.33619 -2.10138 -3.72081 0.0578 -0.1182 0.0417 -0.946
C -0.20756 -1.81782 -2.37477 -0.0932 0.2450 0.0159 -0.136
N -0.54244 -0.61732 -1.85856 -0.1956 0.0021 -0.4527 0.438
H -2.25889 3.93667 1.40003 0.0094 0.0356 -0.0017 0.344
H -2.34818 2.23230 1.53039 0.0137 -0.0723 0.0474 0.023
H -1.87789 5.84219 -2.66237 0.0058 0.0099 0.0017 0.273
H -1.60392 4.84113 -4.06382 0.0019 -0.0010 0.0003 0.273
H -1.53965 0.91750 -4.67209 0.0228 -0.0360 0.0033 0.572
H -0.96171 -1.33642 -5.62560 0.0067 0.0040 0.0423 0.492
H -0.05870 -3.08169 -4.08124 -0.0006 0.0078 -0.0076 0.501
H 0.14986 -2.54893 -1.67180 0.0433 -0.1063 0.0781 0.294
Se -0.44169 -2.51412 1.08845 -0.4280 0.7457 -0.1476 -0.116
C 0.83425 -3.64155 1.90781 0.1883 -0.0024 -0.1164 0.544
C 0.62877 -3.99188 3.22755 0.1562 -0.1625 0.1129 -0.244
C 1.59428 -4.80005 3.82044 0.1893 -0.1532 -0.0481 -0.702
N 2.68376 -5.25006 3.18975 -0.3540 0.3033 -0.2587 -0.492
C 2.83523 -4.89837 1.90814 -0.0051 -0.2091 0.2270 -0.678
C 1.93920 -4.09378 1.21394 0.1189 -0.1122 0.1501 -0.125
H -0.23539 -3.65563 3.78567 0.0258 -0.0354 -0.0180 0.515
H 1.48009 -5.09654 4.85774 0.0335 -0.0212 -0.0300 0.379
H 3.72195 -5.26972 1.40743 -0.0465 -0.0283 0.0545 0.469
H 2.12550 -3.82384 0.18402 -0.0034 -0.0257 -0.0030 0.413
F -3.66775 -0.30703 -0.92996 0.1739 0.1169 -0.1543 -0.315
C -3.85590 -0.41490 0.40338 0.0392 0.1996 0.1007 -0.398
C -2.78261 -0.17482 1.24891 -0.0040 -0.2163 -0.0069 0.667
C -2.99426 -0.42959 2.60078 -0.0919 0.0160 -0.1522 0.850
F -1.99044 -0.30746 3.47915 0.3433 0.0691 -0.0227 -0.410
C -4.20234 -0.85006 3.09456 -0.3359 -0.0219 0.0862 0.197
F -4.38532 -1.09845 4.38099 0.0606 0.0389 -0.0377 -0.265
C -5.25848 -1.01366 2.20693 -0.3541 -0.1051 0.2152 0.710
F -6.43103 -1.39318 2.66520 0.0231 -0.0037 -0.0102 -0.253
C -5.09757 -0.79618 0.84877 -0.2533 -0.1472 -0.0496 0.063
F -6.11407 -0.99120 0.02449 0.0903 0.0195 -0.0129 -0.262
F 0.51926 3.01909 8.19899 -0.0235 -0.0054 0.0409 -0.239
C 0.90573 3.90172 7.27047 0.0595 -0.0169 -0.0483 0.751
F 2.10805 4.36839 7.61337 -0.0128 0.0201 0.0374 -0.272
F 0.03926 4.92237 7.29016 -0.0367 0.0380 0.0284 -0.246
C 0.92757 3.25446 5.90467 0.0084 -0.0206 0.0006 0.214
C -0.27095 2.81908 5.36058 -0.0578 -0.0302 -0.0909 -1.002
C -0.27414 2.20823 4.11585 0.0085 0.1256 0.0634 -0.346
C 0.92408 2.03767 3.42819 -0.2557 -0.0400 -0.0395 0.126
C 2.12617 2.47223 3.98170 0.0375 0.0144 0.0636 -0.475
C 2.12283 3.08597 5.22345 0.1224 0.0181 -0.0369 -0.987
P 0.99162 1.24789 1.81057 0.8459 0.0132 -0.2666 2.986
C 1.47239 2.52530 0.59872 -0.0156 0.0369 0.0585 0.778
C 1.43315 3.88083 0.90841 -0.0322 0.0847 0.0134 -1.064
C 1.69058 4.82799 -0.07612 -0.0578 0.0372 0.1095 -1.016
C 1.97353 4.42318 -1.37085 -0.0274 0.0235 0.0574 -0.015
C 2.01813 3.07513 -1.69555 -0.0352 -0.0569 -0.0228 -1.296
C 1.76674 2.13566 -0.70985 0.0255 -0.0228 -0.0100 -0.587
C 2.17742 5.46380 -2.44436 0.2750 -0.0724 0.2003 0.718
F 0.98423 5.87699 -2.91313 -0.0771 0.0959 -0.1198 -0.208
F 2.86963 4.97104 -3.47465 -0.0359 0.0666 -0.0567 -0.273
F 2.81833 6.53428 -1.97285 -0.0468 -0.0263 -0.0717 -0.253
C 2.41418 0.10076 1.94720 -0.1535 0.0044 0.1281 1.013
C 3.63027 0.24348 1.28628 0.0428 0.0343 -0.0374 -0.140
C 4.65957 -0.65579 1.53173 0.0136 0.0711 -0.1006 -1.169
C 4.47946 -1.68517 2.44030 -0.0367 0.0227 0.0174 -0.029
C 3.28080 -1.82058 3.12423 -0.0248 0.0405 0.0569 -0.862
C 2.24965 -0.93346 2.87046 0.0002 -0.0113 0.0538 -1.259
C 5.58560 -2.69360 2.63879 0.0115 0.1098 0.0983 0.786
F 5.56280 -3.60044 1.64467 0.0663 -0.0431 -0.0503 -0.232
F 6.78656 -2.10790 2.61623 0.0207 0.0017 0.0005 -0.263
F 5.45658 -3.34658 3.79353 0.0175 -0.0280 -0.0173 -0.262
H -1.19553 2.95479 5.90769 0.0223 -0.0139 -0.0125 0.469
H -1.20617 1.86055 3.69536 0.0067 -0.0171 0.0191 0.106
H 3.06412 2.32975 3.45615 -0.0378 -0.0058 0.0267 0.536
H 3.04958 3.43018 5.66303 -0.0311 -0.0164 -0.0159 0.527
H 1.19027 4.20732 1.91308 0.0546 -0.0209 -0.0411 0.518
H 1.66509 5.88446 0.16740 0.0153 -0.0851 -0.0072 0.481
H 2.25775 2.76683 -2.70580 0.0024 -0.0042 0.0519 0.554
H 1.83103 1.08567 -0.97370 0.0288 -0.1646 -0.0023 0.764
H 3.80562 1.05724 0.59836 -0.0351 0.0693 -0.0525 0.543
H 5.60818 -0.54566 1.02049 -0.0416 0.0072 0.0193 0.522
H 3.15052 -2.62097 3.84302 0.0270 0.0923 -0.0504 0.796
H 1.31140 -1.04948 3.40347 0.0133 0.0171 0.0097 0.601

***

(2)
87
Properties=species:S:1:pos:R:3:forces:R:3:mulliken_charge:R:1 method="wB97M-V/def2-TZVPD" energy_ev=-240854.5522 charge=-2 e_lumo_ev=3.66 de_lowest_kj_mol=338.9 orbital_gap_ev=6.84
Zr -0.62661 -0.93030 0.34098 -0.3949 -0.4689 0.0547 1.037
O -2.32389 -2.24579 0.34225 -0.1170 0.0198 0.1045 -0.682
C -3.37627 -2.17143 -0.40951 0.0144 0.0191 -0.0684 0.552
C -4.67411 -2.18750 0.15300 0.0229 -0.0384 0.0275 -0.746
C -5.79573 -2.11528 -0.63883 -0.0026 -0.0028 -0.0055 -0.455
C -5.70116 -2.05548 -2.03539 -0.0037 -0.0030 0.0048 -0.704
C -4.44862 -2.07471 -2.60978 0.0131 -0.0041 0.0047 -0.554
C -3.29185 -2.11078 -1.82659 -0.0082 -0.0081 -0.0194 0.599
C -1.98469 -2.25015 -2.43954 0.0073 -0.0211 0.0147 -0.622
N -0.90293 -1.93281 -1.85323 -0.0360 -0.0084 0.0040 0.320
C 0.36819 -2.40406 -2.36314 0.0028 0.0295 -0.0158 -0.476
C 1.00456 -3.17973 -1.21651 -0.0155 0.0083 0.0137 -0.990
N 0.80259 -2.44852 0.01463 0.0612 0.0397 -0.0645 0.793
C 1.87214 -2.66825 0.95147 0.0725 0.0707 -0.0761 -2.023
C 1.41298 -2.54430 2.40993 -0.0265 0.0074 -0.0045 -0.048
C 1.11639 -3.73078 3.08119 -0.0055 -0.0072 -0.0044 -0.448
C 0.78266 -3.77957 4.42157 -0.0005 0.0056 -0.0040 -0.968
C 0.75902 -2.59652 5.15044 0.0011 0.0008 0.0026 -0.386
C 0.99451 -1.39719 4.51183 -0.0029 -0.0039 0.0010 -0.422
C 1.26971 -1.36157 3.14298 -0.0087 0.0054 0.0312 0.714
O 1.34704 -0.10496 2.63227 0.0323 -0.0093 -0.0173 -0.550
H -4.74279 -2.23093 1.23258 -0.0045 0.0048 -0.0020 0.459
H -6.77376 -2.10307 -0.16992 0.0006 -0.0003 0.0006 0.368
H -6.59173 -2.00144 -2.64802 0.0002 -0.0003 -0.0005 0.373
H -4.34305 -2.05199 -3.69034 -0.0025 0.0008 -0.0009 0.403
H -1.93958 -2.73338 -3.42329 -0.0020 0.0050 -0.0027 0.318
H 1.00100 -1.54796 -2.57955 0.0071 -0.0001 -0.0166 -0.527
H 0.24254 -3.01687 -3.26457 -0.0100 -0.0072 0.0072 0.630
H 2.07545 -3.29558 -1.43646 0.0018 0.0137 0.0025 0.484
H 0.56976 -4.19390 -1.16687 0.0094 -0.0054 -0.0101 0.389
H 2.16847 -3.72431 0.86409 -0.0263 -0.0129 0.0548 1.287
H 1.18155 -4.65481 2.51676 -0.0015 0.0015 0.0019 0.404
H 0.55753 -4.72713 4.89414 0.0004 0.0003 0.0021 0.413
H 0.51344 -2.60330 6.20572 0.0002 -0.0006 -0.0005 0.387
H 0.90862 -0.45178 5.03339 0.0007 0.0014 -0.0004 0.527
C 1.77356 0.90080 -2.95262 -0.0097 0.0054 0.0258 0.257
C 2.75037 0.59200 -1.85579 -0.0313 0.0016 -0.0164 0.829
C 3.89588 1.42154 -1.74288 0.0276 0.0054 0.0321 -1.141
C 4.85753 1.07885 -0.85606 -0.0054 0.0206 -0.0121 -1.491
C 4.68971 -0.06965 -0.04528 0.0057 -0.0074 0.0079 1.014
C 5.70379 -0.54480 0.81368 -0.0293 -0.0021 -0.0099 0.133
Br 7.37167 0.36420 0.96257 0.0097 0.0036 0.0032 -0.274
C 5.54603 -1.68697 1.52371 -0.0012 -0.0071 0.0031 -0.670
C 4.30794 -2.35052 1.45583 0.0353 0.0015 0.0202 0.970
Br 4.30658 -3.97998 2.46285 0.0345 -0.0013 -0.0005 -0.200
C 3.21790 -1.91299 0.74231 -0.0214 -0.0001 -0.0350 -0.237
O 1.04396 -0.10780 1.24863 0.0649 0.1201 0.0465 -0.373
C 3.46214 -0.78317 -0.12886 0.0075 -0.0200 0.0208 0.104
N 2.54044 -0.43642 -1.07216 0.0073 -0.0041 -0.0138 0.442
H 2.10894 0.43694 -3.88521 -0.0030 -0.0058 -0.0083 0.350
H 1.73781 1.97424 -3.13090 0.0184 -0.0166 -0.0222 -0.659
H 0.77525 0.55287 -2.70953 0.0200 0.0056 -0.0024 -0.221
H 3.97306 2.30990 -2.35468 -0.0068 0.0023 -0.0114 0.547
H 5.75572 1.67185 -0.75605 0.0014 -0.0002 0.0012 0.295
H 6.33779 -2.08182 2.14163 0.0021 0.0020 -0.0009 0.381
F -2.85153 2.44026 6.42796 -0.0004 0.0000 0.0001 -0.353
C -2.47361 1.63926 5.41068 0.0036 0.0011 0.0056 0.582
C -1.89184 2.16997 4.27334 -0.0065 -0.0089 0.0049 -0.047
F -1.70313 3.49580 4.18878 0.0017 0.0018 0.0039 -0.328
C -1.50853 1.34610 3.23406 0.0036 -0.0199 -0.0133 -0.236
F -0.94229 1.89995 2.15767 -0.0174 0.0170 0.0014 -0.246
C -1.69099 -0.04885 3.26878 0.0626 0.0661 -0.0227 0.627
O -1.32890 -0.83624 2.31022 -0.0237 -0.0202 0.0263 0.030
C -2.28815 -0.54773 4.43877 0.0017 -0.0060 0.0015 -0.189
F -2.50245 -1.86641 4.55621 0.0009 -0.0024 0.0000 -0.403
C -2.66700 0.27332 5.48315 -0.0102 0.0026 0.0133 0.446
F -3.23530 -0.25453 6.58407 0.0034 -0.0126 -0.0035 -0.350
O -2.59777 0.58427 0.08914 0.0964 0.0060 -0.0963 -0.474
C -1.90890 1.15837 -0.76760 0.0797 0.0406 -0.0018 -0.092
O -0.73318 0.75170 -1.05695 0.0726 0.1006 0.0538 -0.176
H -2.28070 2.03755 -1.30959 -0.0208 0.0082 0.0005 0.301
O 1.30516 5.82917 -5.73325 -0.0074 -0.0025 -0.0034 -0.704
S 1.16352 4.59328 -4.99828 0.0008 0.0224 -0.0012 1.170
O 1.19212 3.38072 -5.78248 0.0059 -0.0034 -0.0007 -0.650
N 2.19488 4.51845 -3.74954 0.0164 -0.0093 -0.0131 -0.480
C 1.57373 4.53307 -2.57733 0.0024 -0.0473 0.0276 -0.038
S 2.29164 4.43108 -1.07404 0.0263 0.1152 -0.0264 -0.410
C 0.07216 4.60474 -2.70374 0.0016 0.0093 -0.0082 0.644
C -0.87948 4.62309 -1.69727 0.0177 0.0106 0.0005 -0.396
C -2.21836 4.68963 -2.06003 -0.0079 0.0036 0.0049 -0.649
C -2.59982 4.72493 -3.40087 0.0017 0.0003 -0.0022 -0.335
C -1.64422 4.69932 -4.40891 -0.0028 0.0063 -0.0016 -0.714
C -0.31883 4.64303 -4.02571 -0.0009 -0.0069 0.0010 -0.008
H -0.55822 4.57503 -0.66430 -0.0121 -0.0014 -0.0008 0.408
H -2.98156 4.70285 -1.29096 0.0051 -0.0041 0.0057 0.363
H -3.65181 4.76533 -3.65644 0.0005 0.0006 -0.0019 0.378
H -1.92410 4.72053 -5.45436 0.0002 -0.0022 -0.0010 0.415